[1]
CH3Cl2OP in the gas phase, computed with ωB97M-V/def2-TZVPD.

```
! wB97M-V def2-TZVPD RIJCOSX def2/J DEFGRID3
* xyz 0 1
C -0.490 0.805 0.179
P 0.374 -0.754 -0.093
O 0.622 -1.666 1.418
Cl 2.080 -0.230 -0.737
Cl -0.620 -1.835 -1.471
H 0.320 1.450 0.560
H -0.932 1.390 -0.795
H -1.353 0.839 0.939
*
```

Computed properties:
Calculated total energy = -1376.88219 a.u.
Energy relative to the best compared isomer or geometry (same formula, charge and spin) = 210.0 kJ/mol
HOMO = -9.74 eV
Gap between HOMO and LUMO = 10.0 eV
SMILES = CP(=O)(Cl)Cl

***

[2]
2 unconnected molecules or ions with the total composition C7H11P, computed with ωB97M-V/def2-TZVPD.

```
! wB97M-V def2-TZVPD RIJCOSX def2/J DEFGRID3
* xyz 0 1
C 1.474 -1.129 -1.698
C 0.148 0.703 1.314
C -0.443 1.554 0.468
C 0.421 -1.245 -0.932
C 0.790 -0.509 0.969
C -1.101 2.821 0.891
C -0.916 -1.817 -1.121
P 1.704 -1.515 1.938
H 1.489 -1.488 -2.719
H 2.387 -0.671 -1.355
H 0.150 0.932 2.377
H -0.429 1.347 -0.594
H -1.254 2.846 1.968
H -2.062 2.942 0.392
H -0.479 3.675 0.612
H -1.688 -1.070 -0.939
H -1.014 -2.189 -2.143
H -1.076 -2.643 -0.429
H 1.897 -2.544 1.002
*
```

Computed properties:
Calculated total energy = -614.52761 a.u.
Energy relative to the best compared isomer or geometry (same formula, charge and spin) = 201.7 kJ/mol
HOMO = -8.29 eV
Gap between HOMO and LUMO = 8.4 eV

***

[3]
C4H5NO in the gas phase, computed with ωB97M-V/def2-TZVPD.

```
! wB97M-V def2-TZVPD RIJCOSX def2/J DEFGRID3
* xyz 0 1
N -0.946 0.402 2.191
C -0.084 0.245 1.210
C -0.769 -0.435 0.095
C -0.274 -0.371 -1.216
C 1.037 -0.088 -1.450
O 1.104 0.627 1.126
H -0.538 1.057 2.863
H -1.712 -0.926 0.323
H -0.957 -0.529 -2.046
H 1.386 0.124 -2.455
H 1.752 -0.107 -0.641
*
```

Computed properties:
Calculated total energy = -285.28838 a.u.
Energy relative to the best compared isomer or geometry (same formula, charge and spin) = 331.3 kJ/mol
HOMO (alpha / beta) = -9.54 / -8.86 eV
Gap between HOMO and LUMO (alpha / beta) = 7.6 / 6.6 eV

***

[4]
3 unconnected molecules or ions with the total composition C2H2FIO, computed with ωB97M-V/def2-TZVPD.

```
! wB97M-V def2-TZVPD RIJCOSX def2/J DEFGRID3
* xyz 0 1
C -0.951 -0.210 0.224
C -0.057 0.797 0.568
O -1.865 -0.714 -0.385
F -0.796 1.232 1.638
I 1.930 0.615 0.966
H 0.806 -1.314 -1.582
H 0.932 -0.405 -1.429
*
```

Computed properties:
Calculated total energy = -550.04662 a.u.
Energy relative to the best compared isomer or geometry (same formula, charge and spin) = 333.4 kJ/mol
HOMO = -9.04 eV
Gap between HOMO and LUMO = 8.7 eV

***

[5]
C2H6N2S in the gas phase, computed with ωB97M-V/def2-TZVPD.

```
! wB97M-V def2-TZVPD RIJCOSX def2/J DEFGRID3
* xyz 0 1
H 1.360 -1.884 -0.641
N 2.011 -1.201 -0.067
C 1.287 -0.141 -0.125
N -0.103 -0.109 -0.461
C -0.802 1.123 -0.092
S -1.289 -1.453 -0.174
H 1.745 0.899 0.132
H -1.222 1.130 0.988
H -1.832 1.227 -0.602
H -0.331 2.327 -0.147
H -0.822 -1.916 1.190
*
```

Computed properties:
Calculated total energy = -587.39483 a.u.
Energy relative to the best compared isomer or geometry (same formula, charge and spin) = 286.7 kJ/mol
HOMO = -9.14 eV
Gap between HOMO and LUMO = 9.5 eV
SMILES = [H]/N=C\N(C)S

***

[6]
A gas-phase ion, C8H20N5 (charge +1), computed with ωB97M-V/def2-TZVPD.

```
! wB97M-V def2-TZVPD RIJCOSX def2/J DEFGRID3
* xyz 1 1
C 3.549 -2.295 -1.580
C 2.549 -2.515 -0.512
C 1.430 -1.573 -0.670
C 1.858 -0.272 -0.087
N 0.909 0.843 -0.082
C -0.272 0.865 0.612
N -1.468 0.593 -0.281
C -2.907 0.773 0.108
C -3.502 -0.463 0.791
N -2.896 1.932 1.035
C -1.798 2.660 1.328
N -1.967 3.769 2.003
N -0.487 2.305 1.033
H 3.994 -3.287 -2.028
H 3.326 -1.538 -2.367
H 4.392 -1.947 -1.025
H 2.080 -3.464 -0.708
H 2.998 -2.490 0.471
H 0.901 -1.489 -1.625
H 0.489 -1.869 -0.095
H 2.693 -0.047 -0.685
H 2.345 -0.263 0.925
H 0.678 1.114 -1.084
H -0.324 0.194 1.414
H -1.278 1.152 -1.114
H -3.535 1.003 -0.796
H -3.689 -1.159 -0.029
H -2.837 -0.946 1.392
H -4.539 -0.202 1.135
H -3.755 2.060 1.525
H -2.901 4.202 2.212
H -1.049 4.328 2.131
H 0.264 3.045 1.150
*
```

Computed properties:
Calculated total energy = -590.32765 a.u.
Energy relative to the best compared isomer or geometry (same formula, charge and spin) = 65.2 kJ/mol
HOMO = -12.52 eV
Gap between HOMO and LUMO = 9.7 eV
SMILES = CCCCN[C@@H]1N[C@@H](C)NC(N)=[NH+]1

***

[7]
A molecular structure, C22H24Cl2CoF6N3O3, computed with ωB97M-V/def2-TZVPD.

```
! wB97M-V def2-TZVPD RIJCOSX def2/J DEFGRID3
* xyz 0 5
Co -0.125 0.318 0.222
C -2.739 0.207 -1.342
N -1.359 0.644 -1.632
C -1.328 2.097 -1.884
C -0.807 -0.110 -2.728
C -1.277 0.025 -4.020
C -0.794 -0.789 -5.036
C 0.149 -1.774 -4.754
C 0.641 -1.920 -3.476
C 0.209 -1.060 -2.442
N 0.620 -1.095 -1.156
C 1.581 -1.896 -0.599
C 2.783 -2.300 -1.198
C 3.729 -2.978 -0.455
C 3.492 -3.265 0.884
C 2.311 -2.865 1.496
C 1.353 -2.184 0.769
N 0.119 -1.713 1.312
C 0.116 -1.536 2.767
C -1.035 -2.536 0.911
H -3.416 0.447 -2.170
H -3.069 0.706 -0.433
H -2.751 -0.871 -1.179
H -2.009 2.379 -2.694
H -0.313 2.399 -2.127
H -1.646 2.604 -0.977
H -2.044 0.758 -4.236
H -1.174 -0.676 -6.043
H 0.489 -2.438 -5.538
H 1.339 -2.715 -3.257
H 3.010 -1.996 -2.209
H 4.668 -3.258 -0.912
H 4.241 -3.789 1.464
H 2.152 -3.072 2.545
H 0.159 -2.499 3.289
H -0.809 -1.033 3.035
H 0.953 -0.908 3.059
H -1.001 -3.519 1.393
H -1.047 -2.673 -0.168
H -1.946 -2.021 1.218
Cl 4.711 0.721 0.324
C 3.510 2.027 0.439
Cl 3.753 3.008 1.889
C 2.113 1.411 0.436
O 1.733 0.719 1.398
O 1.401 1.624 -0.583
H 3.642 2.664 -0.426
C -0.621 3.261 1.951
C -1.635 2.141 2.197
O -1.482 1.064 1.381
C -3.063 2.702 1.964
F -4.016 1.783 2.165
F -3.363 3.765 2.726
F -3.188 3.108 0.680
C -1.499 1.697 3.676
F -2.310 0.670 3.981
F -1.763 2.682 4.554
F -0.244 1.287 3.918
H -0.681 3.565 0.906
H 0.379 2.877 2.142
H -0.804 4.129 2.584
*
```

Computed properties:
Calculated total energy = -4145.15892 a.u.
⟨S²⟩ = 6.0530
Energy relative to the best compared isomer or geometry (same formula, charge and spin) = 0.0 kJ/mol
HOMO (alpha / beta) = -8.37 / -8.86 eV
Gap between HOMO and LUMO (alpha / beta) = 8.8 / 6.5 eV

***

[8]
6 unconnected molecules or ions with the total composition C45H71BrF16NO14P3, computed with ωB97M-V/def2-TZVPD.

```
! wB97M-V def2-TZVPD RIJCOSX def2/J DEFGRID3
* xyz 0 1
C 2.840 -4.552 1.357
C 3.773 -3.753 0.299
P 3.088 -2.024 -0.106
C 1.710 -1.749 1.169
C 2.374 -1.972 -1.908
O 3.207 -2.707 -2.815
C 4.523 -2.221 -2.968
F 4.645 -1.610 -4.283
C 0.905 -2.690 -1.981
O 0.914 -4.056 -1.566
C 1.122 -5.029 -2.598
C -0.134 -6.043 -2.579
C -1.497 -5.407 -3.159
C -2.296 -4.627 -1.975
C -3.873 -4.950 -1.936
C -4.721 -3.568 -2.092
C -4.834 -2.882 -0.624
C -5.756 -1.572 -0.767
C -4.823 -0.333 -1.204
O -3.963 0.007 -0.078
C -2.579 -0.185 -0.454
C 2.400 -5.915 -2.153
C 3.691 -5.780 -2.959
C 4.796 -6.651 -2.366
C 4.515 -7.490 -1.148
N 3.334 -7.683 -0.397
C 2.348 -6.856 -0.979
P -0.104 -2.304 -3.556
O -0.965 -0.804 -3.345
Br 1.228 -1.885 -5.352
P 2.060 -0.149 -2.298
C 3.586 0.937 -2.373
C 4.492 1.036 -1.052
C 0.783 0.649 -1.157
C 1.315 1.849 -0.241
H 1.762 -4.521 0.970
H 2.865 -4.097 2.399
H 3.144 -5.653 1.453
H 4.757 -3.564 0.870
H 4.056 -4.376 -0.606
H 1.456 -0.627 1.224
H 0.757 -2.336 0.960
H 2.152 -1.992 2.203
H 5.228 -3.128 -3.008
H 4.898 -1.490 -2.191
H 0.313 -2.132 -1.158
H 1.389 -4.650 -3.632
H -0.394 -6.406 -1.524
H 0.072 -6.975 -3.206
H -1.357 -4.781 -4.094
H -2.193 -6.276 -3.458
H -2.191 -3.496 -2.034
H -1.870 -4.945 -0.964
H -4.198 -5.739 -2.687
H -4.174 -5.352 -0.899
H -5.755 -3.785 -2.523
H -4.123 -2.868 -2.771
H -3.806 -2.640 -0.190
H -5.318 -3.656 0.073
H -6.288 -1.398 0.221
H -6.512 -1.791 -1.594
H -4.271 -0.512 -2.181
H -5.529 0.563 -1.350
H -2.245 0.570 -1.259
H -1.898 -0.096 0.468
H -2.362 -1.228 -0.887
H 3.875 -5.111 -3.851
H 5.833 -6.643 -2.831
H 5.412 -8.086 -0.748
H 1.339 -6.885 -0.431
H -1.852 -1.084 -3.014
H 4.290 0.679 -3.243
H 3.227 2.008 -2.598
H 3.924 0.777 -0.097
H 4.821 2.127 -0.935
H 5.466 0.427 -1.108
H 0.219 -0.076 -0.484
H -0.015 1.106 -1.849
H 1.947 2.582 -0.836
H 1.865 1.500 0.687
H 0.393 2.426 0.113
C -5.343 -11.649 -2.700
C -5.992 -10.286 -2.563
O -5.387 -9.346 -3.464
C -5.850 -9.358 -4.729
O -6.710 -10.095 -5.128
C -5.158 -8.279 -5.559
F -3.830 -8.236 -5.343
F -5.626 -7.047 -5.277
F -5.321 -8.454 -6.880
H -4.261 -11.575 -2.563
H -5.747 -12.344 -1.961
H -5.511 -12.066 -3.696
H -5.830 -9.902 -1.554
H -7.072 -10.336 -2.719
C -3.630 3.233 -1.946
C -2.539 3.862 -1.104
O -2.458 5.275 -1.349
C -3.326 6.043 -0.664
O -4.140 5.619 0.111
C -3.096 7.519 -0.980
F -2.915 7.741 -2.297
F -1.999 7.998 -0.357
F -4.123 8.296 -0.601
H -3.482 3.466 -3.004
H -3.637 2.150 -1.817
H -4.613 3.622 -1.669
H -1.571 3.439 -1.383
H -2.684 3.658 -0.040
C -1.138 7.226 4.149
C -1.894 6.045 4.724
O -1.738 4.889 3.884
C -0.617 4.171 4.073
O 0.235 4.441 4.878
C -0.603 2.952 3.156
F -0.994 3.249 1.897
F -1.432 1.984 3.591
F 0.618 2.392 3.054
H -1.446 7.414 3.117
H -1.319 8.125 4.741
H -0.063 7.034 4.131
H -2.962 6.271 4.753
H -1.584 5.828 5.749
C 4.081 4.244 4.744
C 3.550 4.408 3.334
O 4.523 5.059 2.501
C 5.474 4.265 1.973
O 5.549 3.081 2.162
C 6.405 5.074 1.073
F 6.761 6.250 1.627
F 5.827 5.366 -0.110
F 7.547 4.425 0.794
H 4.400 5.208 5.148
H 3.314 3.823 5.397
H 4.953 3.586 4.761
H 2.667 5.050 3.347
H 3.246 3.450 2.904
C 1.877 12.540 5.601
C 2.910 11.454 5.368
O 2.931 10.532 6.469
C 2.005 9.556 6.440
O 1.186 9.425 5.570
C 2.175 8.623 7.637
F 2.389 9.295 8.785
F 3.225 7.793 7.477
F 1.099 7.848 7.844
H 2.052 13.036 6.559
H 1.915 13.285 4.804
H 0.869 12.121 5.637
H 3.905 11.899 5.313
H 2.738 10.931 4.424
*
```

Computed properties:
Calculated total energy = -8061.11925 a.u.
HOMO = -7.43 eV
Gap between HOMO and LUMO = 7.7 eV
SMILES = CCP(C)[C@@](OCF)([C@H](O[C@H](CCCCCCCCOC)c1cccnc1)P(O)Br)P(CC)CC.CCOC(=O)C(F)(F)F.CCOC(=O)C(F)(F)F.CCOC(=O)C(F)(F)F.CCOC(=O)C(F)(F)F.CCOC(=O)C(F)(F)F